A cluster of 2 separate species, C3H9N3O2S2 in total in a non-equilibrium geometry, computed with the ωB97M-V functional and the def2-TZVPD basis.

```
! RIJCOSX wB97M-V def2-TZVPD def2/J DEFGRID3
* xyz 0 1
C 1.814 -1.138 1.163
C 0.415 0.582 -0.182
C -1.156 0.826 1.621
N 0.427 -0.953 1.463
N 0.176 0.420 1.199
N -0.393 -0.012 -3.021
O -1.226 -1.347 -1.014
O -1.957 1.050 -1.374
S 1.929 -0.228 -0.504
S -0.958 0.012 -1.398
H 2.513 -0.773 1.864
H 2.196 -2.085 0.987
H 0.406 2.103 -0.227
H -1.522 0.388 2.512
H -0.965 1.862 1.874
H -1.887 0.710 0.736
H -0.189 -1.534 0.907
H 0.007 0.818 -3.328
H 0.369 -0.701 -3.276
*
```

Kohn-Sham gap: 9.358 eV
ΔE to the lowest compared entry with this formula, charge and spin: 66.7 kcal per mole
total energy: -33488.7012 eV
highest occupied orbital energy: -0.329 Eh

=====

The molecule C4H11NO2 in a non-equilibrium geometry, computed with the ωB97M-V functional and the def2-TZVPD basis.

```
! RIJCOSX wB97M-V def2-TZVPD def2/J DEFGRID3
* xyz 0 1
C 1.147 0.796 -1.705
C 0.882 -0.323 -0.687
O 0.936 -1.576 -1.382
C -0.675 -0.138 -0.412
N -0.963 -0.706 0.925
C -0.530 -0.126 2.129
O -1.148 1.250 2.295
H 0.777 1.716 -1.197
H 2.132 0.866 -2.133
H 0.511 0.697 -2.566
H 1.381 -0.178 0.264
H 1.836 -1.911 -1.302
H -1.366 0.737 -0.516
H -1.115 -0.849 -1.184
H -1.879 -1.142 0.948
H 0.503 0.160 2.010
H -0.801 -0.711 3.027
H -1.628 1.436 1.486
*
```

Kohn-Sham gap: 9.798 eV
ΔE to the lowest compared entry with this formula, charge and spin: 58.0 kcal per mole
SMILES: C[C@H](O)CNCO
total energy: -9909.7277 eV
highest occupied orbital energy: -0.329 Eh

=====

A structure of composition C19H43N2OP3SV in a non-equilibrium geometry, computed with the ωB97M-V functional and the def2-TZVPD basis.

```
! RIJCOSX wB97M-V def2-TZVPD def2/J DEFGRID3
* xyz 3 3
V -0.247 0.372 -0.473
P -2.034 -1.345 0.618
P 0.920 -1.812 -0.386
P -1.316 -0.129 -2.605
H 0.715 0.588 2.166
C 0.496 1.445 1.545
C -0.827 1.821 1.262
H -1.653 1.343 1.775
C -1.849 -1.818 2.397
C -2.644 -3.006 0.076
C -3.602 -0.411 0.687
C 2.645 -1.217 -0.220
C 0.999 -3.020 0.998
C 0.911 -3.025 -1.773
C -2.362 1.353 -2.874
C -2.292 -1.506 -3.283
C -0.008 -0.070 -3.896
H 1.341 2.126 1.377
H -1.072 2.763 0.746
H -1.305 -1.065 2.976
H -1.292 -2.757 2.508
H -2.834 -1.968 2.869
H -1.936 -3.798 0.360
H -2.793 -3.030 -1.009
H -3.609 -3.222 0.564
H -3.436 0.570 1.142
H -4.336 -0.961 1.288
H -3.993 -0.256 -0.325
H 3.324 -2.079 -0.308
H 2.758 -0.775 0.782
H 2.873 -0.465 -0.988
H 1.798 -3.730 0.749
H 0.069 -3.584 1.121
H 1.266 -2.496 1.925
H 1.686 -3.777 -1.570
H 1.111 -2.523 -2.729
H -0.068 -3.524 -1.808
H -2.373 1.569 -3.954
H -1.994 2.233 -2.321
H -3.382 1.125 -2.528
H -2.427 -1.339 -4.362
H -3.270 -1.565 -2.795
H -1.741 -2.446 -3.147
H -0.331 0.650 -4.657
H 0.119 -1.071 -4.331
H 0.964 0.266 -3.508
C 1.184 3.814 -2.112
C 2.222 4.229 -2.983
C 2.444 5.575 -3.279
C 1.605 6.547 -2.708
C 0.593 6.167 -1.820
C 0.379 4.811 -1.542
S 1.016 2.054 -1.786
H 0.036 2.027 -0.639
H 2.853 3.456 -3.411
H 3.281 5.864 -3.936
H 1.776 7.609 -2.925
H 0.000 6.938 -1.299
H -0.372 4.508 -0.818
C 3.023 -2.679 5.490
N 1.801 -1.903 5.447
C 1.548 -1.066 4.400
N 0.251 -0.539 4.472
O 2.355 -0.817 3.497
H 3.478 -2.670 4.491
H 2.789 -3.708 5.783
H 3.725 -2.248 6.214
H 0.995 -2.209 5.980
H 0.158 0.350 3.984
H -0.108 -0.543 5.419
*
```

Kohn-Sham gap (alpha / beta): 4.624 / 5.289 eV
ΔE to the lowest compared entry with this formula, charge and spin: 0.0 kcal per mole
total energy: -89789.5324 eV
highest occupied orbital energy (alpha / beta): -0.607 / -0.607 Eh

=====

The molecule C3H7NO2 in a non-equilibrium geometry, computed with the ωB97M-V functional and the def2-TZVPD basis.

```
! RIJCOSX wB97M-V def2-TZVPD def2/J DEFGRID3
* xyz 0 1
N -1.437 0.894 -0.270
C -0.276 -0.042 -0.724
C -0.377 -1.539 -0.134
O -0.068 -1.899 1.010
C 0.938 0.466 0.068
O 0.954 0.769 1.619
H -1.007 1.463 0.595
H -2.012 1.180 -1.053
H 0.083 -0.129 -1.772
H -0.940 -2.289 -0.774
H 1.654 -0.326 -0.052
H 1.168 1.536 -0.285
H 1.321 -0.082 1.772
*
```

Kohn-Sham gap: 9.673 eV
ΔE to the lowest compared entry with this formula, charge and spin: 91.8 kcal per mole
SMILES: N[C@H](C=O)CO
total energy: -8806.5480 eV
highest occupied orbital energy: -0.337 Eh

=====

A cluster of 2 separate species, C35H29N3O3 in total in a non-equilibrium geometry, computed with the ωB97M-V functional and the def2-TZVPD basis.

```
! RIJCOSX wB97M-V def2-TZVPD def2/J DEFGRID3
* xyz 0 1
C -3.379 -0.051 7.319
O -3.037 1.124 6.631
C -1.848 1.047 5.897
C -1.546 2.129 5.063
C -0.383 2.157 4.335
C 0.524 1.108 4.414
N 1.783 1.190 3.717
C 2.346 0.285 2.832
C 1.641 -0.853 2.267
C 2.362 -1.848 1.530
C 1.758 -2.721 0.681
C 2.478 -3.591 -0.211
C 1.856 -4.065 -1.379
C 2.569 -4.794 -2.302
C 3.904 -5.082 -2.082
C 4.532 -4.641 -0.931
C 3.834 -3.902 -0.007
O 0.408 -0.940 2.382
N 3.584 0.793 2.470
C 4.551 0.310 1.488
C 3.772 1.998 3.118
C 2.676 2.246 3.872
C 0.227 0.022 5.229
C -0.939 -0.015 5.956
H -4.373 0.082 7.745
H -3.400 -0.889 6.623
H -2.669 -0.233 8.125
H -2.250 2.941 5.002
H -0.162 2.988 3.686
H 3.431 -1.859 1.602
H 0.688 -2.666 0.581
H 0.828 -3.800 -1.569
H 2.088 -5.125 -3.209
H 4.459 -5.649 -2.811
H 5.569 -4.875 -0.761
H 4.328 -3.566 0.888
H 5.190 1.129 1.163
H 5.186 -0.455 1.933
H 4.036 -0.082 0.614
H 4.628 2.639 2.987
H 2.495 3.130 4.457
H 0.935 -0.787 5.277
H -1.142 -0.862 6.586
C 0.417 1.259 -5.915
C -0.169 2.073 -4.966
C -0.998 1.538 -4.014
C -1.279 0.161 -3.989
C -2.180 -0.414 -3.002
C -3.321 0.334 -2.471
O -3.890 -0.017 -1.447
C -3.816 1.546 -3.183
C -3.888 1.599 -4.573
C -4.294 2.750 -5.208
C -4.666 3.856 -4.473
C -4.631 3.805 -3.095
C -4.209 2.661 -2.452
C -1.933 -1.676 -2.569
N -1.655 -2.777 -2.247
C -0.650 -0.651 -4.949
C 0.174 -0.102 -5.901
H 1.076 1.683 -6.655
H 0.033 3.131 -4.970
H -1.419 2.172 -3.253
H -3.617 0.729 -5.147
H -4.318 2.790 -6.283
H -4.986 4.755 -4.975
H -4.947 4.659 -2.522
H -4.184 2.612 -1.376
H -0.846 -1.710 -4.946
H 0.656 -0.736 -6.627
*
```

Kohn-Sham gap: 2.694 eV
ΔE to the lowest compared entry with this formula, charge and spin: 0.0 kcal per mole
total energy: -47374.4392 eV
highest occupied orbital energy: -0.187 Eh

=====

The ion C4H2IO2 with charge -1 in a non-equilibrium geometry, computed with the ωB97M-V functional and the def2-TZVPD basis.

```
! RIJCOSX wB97M-V def2-TZVPD def2/J DEFGRID3
* xyz -1 1
C -1.084 1.701 -0.434
C -0.188 0.906 -0.543
C 0.720 -0.185 -0.200
I 1.354 -1.258 -2.039
C -0.077 -1.185 0.886
O -0.043 -2.394 0.600
O -0.571 -0.525 1.795
H -1.583 2.565 -0.288
H 1.472 0.375 0.224
*
```

Kohn-Sham gap: 7.670 eV
ΔE to the lowest compared entry with this formula, charge and spin: 3.5 kcal per mole
SMILES: C#C[C@H](I)C(=O)[O-]
total energy: -16375.3774 eV
highest occupied orbital energy: -0.172 Eh

=====

A cluster of 2 separate species, C8H11IN4O in total in a non-equilibrium geometry, computed with the ωB97M-V functional and the def2-TZVPD basis.

```
! RIJCOSX wB97M-V def2-TZVPD def2/J DEFGRID3
* xyz 0 1
C -0.792 -0.948 -3.598
O 0.082 -0.437 -2.640
C -0.359 0.322 -1.665
C -0.835 1.403 -1.314
N -0.998 2.084 -0.178
C -0.281 1.605 0.803
C -0.398 2.373 2.160
N 0.592 0.547 0.828
C 1.885 0.622 1.187
N 2.441 -0.546 1.250
C 1.462 -1.366 0.806
C 1.650 -2.832 0.821
N 0.325 -0.742 0.556
H -1.557 -1.722 -3.292
H -0.260 -1.473 -4.436
H -1.495 -0.207 -4.157
H -1.150 3.037 2.066
H 0.499 2.801 2.458
H -0.508 1.584 3.020
H 2.251 1.571 1.563
H 1.321 -3.141 1.846
H 1.040 -3.254 0.043
H 2.748 -3.160 0.619
I -4.047 0.985 1.354
H -3.615 0.895 -0.100
*
```

Kohn-Sham gap: 8.903 eV
ΔE to the lowest compared entry with this formula, charge and spin: 48.6 kcal per mole
SMILES: COC#C/N=C(/C)n1cnc(C)n1.I
total energy: -24577.3200 eV
highest occupied orbital energy: -0.320 Eh

=====

The molecule C5H11NO2 in a non-equilibrium geometry, computed with the ωB97M-V functional and the def2-TZVPD basis.

```
! RIJCOSX wB97M-V def2-TZVPD def2/J DEFGRID3
* xyz 0 1
C -0.458 -1.619 0.094
C -0.140 -0.150 -0.221
C 1.143 -0.051 -1.053
C -1.370 0.419 -1.092
N -0.027 0.634 1.011
O -0.430 1.978 0.966
C 0.862 0.317 2.107
O 1.737 -0.532 2.141
H -1.333 -1.699 0.748
H 0.377 -2.117 0.597
H -0.666 -2.180 -0.824
H 1.054 -0.618 -1.985
H 1.358 0.991 -1.318
H 2.013 -0.440 -0.514
H -1.094 1.352 -1.594
H -1.675 -0.284 -1.874
H -2.253 0.622 -0.478
H 0.191 2.375 0.326
H 0.714 1.003 2.962
*
```

Kohn-Sham gap: 10.072 eV
ΔE to the lowest compared entry with this formula, charge and spin: 57.3 kcal per mole
SMILES: CC(C)(C)N(O)C=O
total energy: -10946.7818 eV
highest occupied orbital energy: -0.346 Eh